1.
Formula: O4P
Source: OMol25
Level of theory: ωB97M-V/def2-TZVPD

Properties
- ΔE to the lowest compared entry with this formula, charge and spin (kcal per mole) = 53.8
- E_HOMO (eV) = -4.792
- charge = -1
- SMILES string = O=P1([O-])OO1
- HOMO-LUMO gap (eV) = 9.1

CARTESIAN COORDINATES (ANGSTROEM)
O  0.09  -1.52  -0.73
O  1.70  0.97  -0.29
O  -0.66  0.09  1.22
O  -1.28  0.62  -0.02
P  0.15  -0.16  -0.19

2.
Formula: O4PS
Source: OMol25
Level of theory: ωB97M-V/def2-TZVPD

Properties
- ΔE to the lowest compared entry with this formula, charge and spin (kcal per mole) = 64.0
- E_HOMO (eV) = -5.070
- charge = -1
- HOMO-LUMO gap (eV) = 7.0

CARTESIAN COORDINATES (ANGSTROEM)
O  -2.64  0.54  0.95
O  1.57  0.56  -1.36
O  -1.06  -1.00  -0.31
O  2.43  -0.82  0.56
P  -1.61  0.55  -0.14
S  1.32  0.17  0.30

3.
Formula: O4Rb5S
Source: OMol25
Level of theory: ωB97M-V/def2-TZVPD

Properties
- ΔE to the lowest compared entry with this formula, charge and spin (kcal per mole) = 0.0
- E_HOMO (eV) = -18.130
- charge = +3
- HOMO-LUMO gap (eV) = 8.7

CARTESIAN COORDINATES (ANGSTROEM)
Rb  -2.65  2.62  -1.09
Rb  2.09  -1.80  1.80
Rb  3.19  1.52  0.59
Rb  -2.30  -1.06  2.58
Rb  1.46  -1.61  -2.28
S  -0.41  0.05  -0.35
O  -1.55  0.50  0.43
O  0.76  0.90  -0.03
O  -0.04  -1.31  0.15
O  -0.55  0.19  -1.79